Molecular formula: C38H76Br4NiO18S8
Method: DFT, wB97M-V/def2-TZVPD

Values from the calculation:
DFT total energy   -17837.53068 Ha
Multiplicity   3
⟨S²⟩   2.00
Charge   0

XYZ file:
```
145
Properties=species:S:1:pos:R:3:forces:R:3
Ni 31.975450 5.072581 -0.300066 -1.939 -0.188 1.862
O 32.257221 4.812292 1.748826 -0.823 -0.280 -1.768
C 31.570087 3.624356 2.050994 0.754 -0.300 0.462
C 30.625671 2.977466 0.985792 0.622 0.227 -0.434
O 30.816752 3.400116 -0.339726 0.959 0.856 0.195
H 30.952000 3.689930 2.967139 -0.046 0.428 0.088
H 32.347373 2.898970 2.344043 -0.132 -0.417 -0.121
H 29.585729 3.111945 1.322249 -0.179 0.209 -0.143
H 30.810185 1.892129 1.032910 -0.174 -0.192 0.167
C 27.835022 -0.068277 1.009260 1.015 0.726 0.098
C 27.142780 1.275451 1.299217 -0.049 -0.128 -0.365
C 27.123213 2.075491 0.012817 -0.232 0.490 -0.933
S 26.684190 0.856905 -1.291854 0.592 0.481 0.851
O 27.511466 1.132426 -2.465969 -1.006 -0.102 0.422
O 25.241437 0.663793 -1.332159 1.130 0.312 -0.431
C 27.415853 -0.527303 -0.401918 -1.134 -1.085 0.735
H 27.617522 -0.712242 1.862094 -0.328 -0.575 -0.521
H 28.922882 0.031320 1.060770 0.020 0.254 -0.272
H 27.599760 1.857953 2.100030 0.127 -0.169 0.066
H 26.128218 1.009431 1.604810 -0.160 0.433 -0.043
H 28.060881 2.520634 -0.337153 0.475 -0.660 0.359
H 26.489102 2.963591 0.009896 -0.670 -0.489 -0.060
H 28.150838 -1.045688 -1.010473 0.241 0.480 0.111
H 26.598352 -1.245571 -0.298797 -0.146 0.122 -0.103
C 32.494109 4.033912 7.194857 -0.773 -0.118 0.053
C 32.471470 3.834838 5.682628 1.093 -0.514 -0.321
C 32.616244 5.214723 5.000119 -1.335 -0.401 0.027
S 31.869622 6.369598 6.203593 1.093 -1.343 0.610
O 30.625345 6.887880 5.669840 0.301 0.562 0.007
O 32.959386 7.160085 6.746529 -0.718 0.688 -0.482
C 31.490994 5.143020 7.481081 -0.077 0.282 -0.540
H 33.494048 4.322049 7.514784 0.003 0.022 0.131
H 32.158104 3.123486 7.690174 0.371 0.107 0.075
H 31.628517 3.228046 5.352781 -0.490 0.814 0.210
H 33.285758 3.149473 5.426144 0.339 0.372 -0.199
H 32.020054 5.304032 4.090995 0.042 -0.073 -0.023
H 33.630385 5.494240 4.742444 0.172 0.139 0.452
H 30.454336 4.862107 7.283897 0.482 -0.224 -0.033
H 31.557406 5.584573 8.472428 0.131 0.233 -0.096
C 26.806027 5.408755 1.619720 -0.735 1.033 0.986
C 27.803324 5.454222 2.822218 -0.641 0.121 0.057
C 28.805759 6.574111 2.564197 0.948 -0.190 -0.954
S 28.884229 6.780615 0.759017 -0.257 0.299 -0.085
O 30.167739 6.350889 0.220953 -0.447 0.386 0.442
O 28.409253 8.113047 0.428388 0.371 -0.659 0.057
C 27.635729 5.558261 0.374121 0.765 -0.848 -0.219
H 26.083456 6.222637 1.732996 0.128 0.145 -0.121
H 26.186475 4.513139 1.646572 0.262 -0.201 -0.141
H 28.182431 4.441638 2.966864 0.714 0.199 -0.135
H 27.331582 5.718483 3.769345 -0.417 -0.184 -0.166
H 29.853309 6.405910 2.818382 -0.170 -0.337 0.403
H 28.504898 7.541065 2.960869 -0.166 -0.076 0.024
H 28.179367 4.613533 0.270339 0.319 0.225 -0.286
H 27.229279 5.802951 -0.604561 -0.400 0.124 0.248
C 32.432150 8.213683 2.814581 -0.540 -0.369 -0.045
C 32.247082 9.564266 2.081676 -0.328 0.245 0.977
C 32.384100 9.338180 0.598608 -0.212 -0.847 -0.815
S 33.603195 7.957151 0.449960 -0.513 2.690 1.270
O 34.844452 8.490301 -0.065210 -0.318 -0.927 -0.132
O 32.886438 6.885289 -0.204757 0.603 -0.751 -0.827
C 33.712296 7.630123 2.238214 -0.001 0.357 -0.888
H 31.589821 7.527539 2.705816 0.003 0.084 -0.626
H 32.457404 8.318570 3.899772 0.508 0.322 -0.016
H 32.983803 10.274333 2.466597 0.233 -0.116 -0.190
H 31.292717 10.026345 2.339201 -0.125 -0.175 -0.172
H 32.645593 10.177910 -0.042482 0.596 0.058 0.346
H 31.462946 8.964068 0.143884 -0.038 -0.306 0.311
H 34.507559 8.300483 2.563091 0.491 -0.526 -0.017
H 33.912736 6.559788 2.280871 -0.073 0.078 0.591
C 28.156549 3.865854 5.926556 0.671 0.995 0.186
C 28.243014 3.749581 7.456680 -0.642 -1.415 0.765
C 26.813543 3.965918 7.938397 -0.452 0.850 -0.304
S 25.850365 2.881269 6.845838 0.932 0.094 0.505
O 24.532448 3.391989 6.593032 -0.199 -0.127 0.055
O 26.049087 1.519216 7.313608 -0.164 0.597 -0.286
C 26.905715 3.174711 5.404450 -0.908 0.057 -0.033
H 29.088985 3.630026 5.414720 -0.032 -0.590 0.097
H 28.089906 4.947749 5.758668 -0.323 -0.063 -0.214
H 28.957933 4.426928 7.914080 -0.375 0.094 -0.070
H 28.503364 2.748036 7.799383 0.379 -0.007 -0.319
H 26.574775 5.022347 7.773499 -0.517 -0.188 -0.316
H 26.498381 3.760686 8.959842 0.488 -0.408 0.060
H 26.265183 3.822248 4.804361 0.248 0.102 -0.153
H 26.975141 2.228394 4.868063 0.441 -0.067 0.175
C 34.556319 0.309088 -0.522268 -0.207 1.094 0.564
C 35.967193 0.271009 0.135656 -0.022 -0.096 0.013
C 35.888229 -0.274522 1.564901 -1.080 0.334 -0.198
S 34.259800 0.314763 2.161430 0.453 -0.314 -0.883
O 34.424030 1.417493 3.089992 -1.209 -1.955 -0.230
O 33.528321 -0.845887 2.583435 -0.679 -0.272 0.182
C 33.590491 0.917354 0.510295 1.036 -0.644 2.072
H 34.304974 -0.650793 -0.962054 -0.362 -0.013 0.155
H 34.556761 1.110685 -1.262233 0.296 -0.555 -0.670
H 36.373330 1.281959 0.171372 0.258 -0.353 -0.282
H 36.595461 -0.367449 -0.481841 0.268 0.189 0.063
H 36.599999 0.081284 2.304587 0.301 0.124 -0.288
H 35.838219 -1.360681 1.576527 -0.080 -0.011 0.128
H 33.746866 1.994837 0.549645 -0.408 -0.029 -0.055
H 32.537929 0.683396 0.646854 -0.061 -0.219 -0.768
C 29.234566 -1.017694 4.905884 0.267 0.313 0.051
C 29.796637 0.065745 3.942256 1.181 -0.885 0.452
C 30.983422 0.743762 4.681858 -0.337 0.467 -0.567
S 30.684130 0.539108 6.471553 -0.906 -1.077 -0.780
O 30.501625 1.805555 7.158464 0.277 -0.666 -0.344
O 31.548970 -0.494340 6.982666 0.607 0.553 0.157
C 29.101567 -0.308880 6.223986 -0.534 1.675 1.154
H 29.982889 -1.796961 5.071309 0.099 -0.016 -0.360
H 28.329419 -1.528582 4.583782 -0.143 0.284 -0.094
H 29.104098 0.832780 3.603407 -0.385 -0.222 0.150
H 30.269147 -0.410274 3.082476 -0.411 0.012 -0.262
H 31.019125 1.787275 4.363336 0.030 -0.016 0.469
H 31.925825 0.304374 4.359201 0.084 -0.219 0.537
H 28.382710 0.520378 6.265922 -0.217 -0.170 -0.546
H 28.882793 -0.842265 7.148427 0.314 -0.509 -0.223
C 29.817856 3.461680 -4.752759 -1.322 -0.379 -0.941
C 29.415108 4.806618 -5.442387 0.068 0.631 2.470
C 30.199580 5.890452 -4.660542 0.838 0.205 -1.504
S 30.102378 5.402762 -2.976059 -1.055 -0.641 0.394
O 28.759570 5.717330 -2.516389 0.822 -0.169 -0.151
O 31.246184 5.854492 -2.200782 0.501 0.018 -0.132
C 30.235203 3.637700 -3.290843 0.537 0.463 -0.466
H 30.530255 2.977241 -5.418820 0.436 -0.142 0.555
H 28.943720 2.808872 -4.727766 0.024 -0.049 -0.310
H 28.388404 5.045246 -5.158889 -0.258 -0.310 -0.735
H 29.615415 4.878372 -6.503606 -0.148 -0.188 -0.056
H 29.834103 6.900564 -4.835736 -0.174 -0.007 0.391
H 31.246152 5.882138 -4.979958 0.092 -0.045 0.322
H 29.618883 3.145156 -2.542661 -0.044 -0.050 -0.103
H 31.275847 3.348421 -3.152268 -0.014 0.169 0.292
Br 36.122536 5.088151 3.767932 -0.084 -0.533 -0.367
C 35.364719 3.565071 2.717688 0.670 1.519 -0.003
C 35.876970 3.535930 1.297245 0.146 0.406 0.464
Br 37.819305 3.401403 1.255723 -0.004 -0.263 -0.164
H 34.295823 3.780638 2.725018 0.064 -0.108 -0.053
H 35.574271 2.611412 3.192794 0.609 1.377 0.354
H 35.656572 4.421769 0.710193 -0.212 0.023 0.055
H 35.470341 2.642891 0.826700 0.192 0.390 -0.047
Br 30.652005 -1.506795 -1.234070 0.395 0.439 0.047
C 30.909771 0.270858 -2.040090 -0.202 -0.213 0.313
C 31.955287 0.213747 -3.124595 -0.439 0.646 -0.015
Br 31.305265 -0.671022 -4.737406 0.145 0.303 0.192
H 31.168707 1.028435 -1.294276 0.332 -0.395 0.303
H 29.922060 0.601412 -2.362044 0.057 -0.309 -0.461
H 32.889123 -0.271223 -2.870220 -0.124 -0.193 0.273
H 32.179070 1.267247 -3.310789 0.063 -0.156 -0.629
```
Forces are in eV/Å.

Results of the Löwdin charge analysis, in e, for atoms 1 through 99: Ni 0.784; O -0.319; C -0.340; C -0.329; O -0.325; H 0.084; H 0.074; H 0.071; H 0.079; C -0.206; C -0.216; C -0.220; S 0.720; O -0.354; O -0.319; C -0.235; H 0.111; H 0.077; H 0.088; H 0.125; H 0.080; H 0.092; H 0.008; H 0.105; C -0.206; C -0.206; C -0.201; S 0.690; O -0.347; O -0.332; C -0.210; H 0.126; H 0.093; H 0.058; H 0.121; H 0.062; H 0.027; H 0.054; H 0.114; C -0.194; C -0.194; C -0.182; S 0.723; O -0.351; O -0.305; C -0.233; H 0.123; H 0.104; H 0.097; H 0.102; H 0.075; H 0.115; H 0.076; H 0.105; C -0.198; C -0.202; C -0.186; S 0.752; O -0.305; O -0.370; C -0.204; H 0.087; H 0.110; H 0.121; H 0.121; H 0.107; H 0.094; H 0.114; H 0.056; C -0.214; C -0.229; C -0.210; S 0.682; O -0.318; O -0.323; C -0.218; H 0.103; H 0.107; H 0.095; H 0.093; H 0.112; H 0.110; H 0.087; H 0.093; C -0.189; C -0.211; C -0.180; S 0.711; O -0.376; O -0.319; C -0.183; H 0.109; H 0.114; H 0.042; H 0.120; H 0.104; H 0.104; H 0.076; H 0.072